Record 1
25
Properties=species:S:1:pos:R:3:lowdin_charge:R:1 method="wB97M-V/def2-TZVPD" relative_energy_kcal_mol=4.0 charge=+1 homo_lumo_gap_ev=9.896 energy_ha=-758.2470
Ag -0.054 0.259 -0.316 0.76
O 0.641 -0.969 -2.415 -0.05
H 0.026 -1.052 -3.147 0.06
H 0.465 -1.796 -1.982 0.03
O 0.440 1.569 1.588 -0.06
H 1.316 1.432 1.902 0.04
H 0.003 2.140 2.236 0.08
O -1.885 1.341 -1.943 -0.04
H -1.699 0.646 -2.582 0.03
H -2.633 1.085 -1.436 0.02
O 2.393 -0.638 -0.145 -0.06
H 3.028 -0.798 0.560 0.06
H 2.882 -1.014 -0.855 0.04
O 1.280 2.068 -1.310 -0.08
H 2.101 2.349 -0.900 0.05
H 0.653 2.795 -1.150 0.06
O -1.965 -0.019 2.459 -0.02
H -1.902 0.903 2.227 0.02
H -1.154 -0.335 2.149 -0.08
O -1.690 -1.539 -0.354 -0.06
H -1.961 -2.096 -1.063 0.04
H -2.488 -1.662 0.185 0.08
O 0.416 -1.392 1.889 -0.06
H 0.875 -2.212 1.760 0.06
H 0.909 -1.056 2.644 0.07

---

Record 2
85
Properties=species:S:1:pos:R:3:lowdin_spin:R:1 method="wB97M-V/def2-TZVPD" relative_energy_kcal_mol=0.0 charge=+2 multiplicity=2 homo_lumo_gap_ev="6.595 / 5.054" energy_ha=-4159.7429
Ir 0.168 0.622 -0.409 0.07
C -1.421 3.847 -1.090 0.01
C -2.193 3.537 0.157 0.10
C -2.768 4.589 0.830 0.01
C -3.612 4.387 1.922 0.16
C -3.893 3.099 2.366 0.00
C -3.352 1.997 1.746 0.10
C -3.630 0.642 2.334 0.01
C -2.487 2.192 0.596 0.11
N -1.935 1.102 -0.006 0.28
C -2.779 0.016 -0.322 0.02
O -3.956 0.128 -0.534 0.08
C -2.053 -1.278 -0.441 0.00
C -2.672 -2.504 -0.537 0.00
C -1.872 -3.647 -0.574 0.00
C -0.492 -3.521 -0.521 0.00
C 0.052 -2.252 -0.451 0.00
N -0.721 -1.172 -0.412 0.00
C 1.518 -1.948 -0.362 0.00
O 2.349 -2.830 -0.366 0.01
N 1.737 -0.611 -0.235 0.02
C 3.073 -0.145 0.058 0.00
C 4.084 -0.202 -0.899 0.00
C 3.893 -0.897 -2.221 0.00
C 5.323 0.354 -0.584 0.00
C 5.560 0.897 0.665 0.00
C 4.565 0.868 1.632 0.00
C 3.312 0.347 1.345 0.00
C 2.291 0.214 2.451 0.00
H -0.939 4.821 -1.004 0.00
H -2.116 3.902 -1.931 0.00
H -0.663 3.104 -1.317 0.00
H -2.585 5.598 0.479 0.00
H -4.048 5.238 2.430 0.01
H -4.534 2.956 3.226 0.00
H -3.881 0.742 3.388 0.00
H -2.777 -0.034 2.252 0.00
H -4.479 0.178 1.834 0.01
H -3.752 -2.550 -0.573 0.00
H -2.328 -4.626 -0.640 0.00
H 0.177 -4.371 -0.534 0.00
H 2.861 -0.856 -2.559 0.00
H 4.142 -1.954 -2.112 0.00
H 4.546 -0.479 -2.987 0.00
H 6.115 0.333 -1.323 0.00
H 6.531 1.315 0.898 0.00
H 4.776 1.223 2.634 0.00
H 2.522 0.883 3.279 0.00
H 2.290 -0.808 2.837 0.00
H 1.270 0.421 2.121 0.00
C 1.552 1.388 -3.615 0.00
As 0.077 0.531 -2.737 0.00
C 0.056 -1.270 -3.408 0.00
C -1.524 1.313 -3.536 0.00
C -1.371 1.453 -5.025 0.00
C -0.806 2.602 -5.573 0.00
C -0.672 2.732 -6.946 0.00
C -1.110 1.716 -7.786 0.00
C -1.688 0.575 -7.249 0.00
C -1.811 0.441 -5.873 0.00
H 1.440 1.214 -4.684 0.00
H 2.496 0.984 -3.263 0.00
H 1.524 2.458 -3.415 0.00
H 0.113 -1.221 -4.494 0.00
H -0.870 -1.762 -3.111 0.00
H 0.902 -1.834 -3.022 0.00
H -1.688 2.272 -3.061 0.00
H -2.349 0.648 -3.273 0.00
H -0.493 3.413 -4.923 0.00
H -0.229 3.626 -7.364 0.00
H -1.015 1.821 -8.858 0.00
H -2.048 -0.210 -7.901 0.00
H -2.282 -0.444 -5.458 0.00
C 1.277 5.574 1.720 0.00
N 1.481 4.355 0.938 0.00
C 2.452 4.159 -0.021 0.00
C 2.276 2.904 -0.495 0.00
N 1.198 2.328 0.158 0.00
C 0.744 3.248 1.004 0.00
H 2.240 5.981 2.013 0.00
H 0.705 5.335 2.612 0.00
H 0.738 6.311 1.128 0.00
H 3.184 4.913 -0.257 0.00
H 2.858 2.355 -1.215 0.00
H -0.076 3.122 1.693 0.00

---

Record 3
17
Properties=species:S:1:pos:R:3:lowdin_charge:R:1 method="wB97M-V/def2-TZVPD" relative_energy_kcal_mol=78.0 charge=0 homo_lumo_gap_ev=9.969 energy_ha=-836.1397
C -0.057 0.244 0.088 -0.34
C -1.295 0.105 -0.339 -0.09
C -1.473 -0.845 -1.322 -0.09
C -0.470 -1.346 -2.151 -0.04
C 0.881 -1.081 -1.704 -0.07
C 0.951 -0.340 -0.588 -0.13
H -0.117 1.219 3.595 0.20
H 1.180 -0.210 2.892 0.17
H -2.158 0.574 0.116 0.13
H -2.547 -0.947 -1.483 0.11
H -0.611 -1.760 -3.225 0.13
H 1.720 -1.410 -2.280 0.10
H 1.998 -0.182 -0.002 0.16
N 0.224 0.453 2.640 -0.19
O 1.914 1.623 1.098 -0.36
O -0.588 2.443 1.334 -0.30
S 0.447 1.459 1.333 0.61

---

Record 4
23
Properties=species:S:1:pos:R:3:lowdin_charge:R:1 method="wB97M-V/def2-TZVPD" relative_energy_kcal_mol=41.0 charge=0 homo_lumo_gap_ev=9.878 energy_ha=-351.2649
C 0.458 -2.480 0.031 -0.08
C 0.685 -1.317 2.294 -0.05
C 0.695 -1.266 0.896 -0.27
C 0.782 -0.176 3.121 -0.09
C 0.747 0.042 0.340 -0.08
C 0.744 0.980 2.452 -0.12
C 0.594 1.189 1.051 -0.07
H 0.737 -2.268 2.796 0.10
H 0.773 -0.287 4.215 0.11
H -0.638 -2.658 -0.011 0.08
H 0.864 -3.562 0.208 0.10
H 1.009 0.220 -0.747 0.11
H 0.900 1.951 2.879 0.09
H 0.511 2.111 0.507 0.10
H 0.883 -2.329 -1.020 0.09
C -0.552 1.294 -2.754 -0.17
C -1.855 1.085 -1.954 -0.15
H 0.210 1.907 -2.251 0.06
H -0.263 0.337 -3.007 0.03
H -0.786 1.897 -3.591 0.05
H -1.850 1.925 -1.345 0.03
H -1.928 0.161 -1.423 0.05
H -2.720 1.243 -2.686 0.09

---

Record 5
25
Properties=species:S:1:pos:R:3:lowdin_spin:R:1 method="wB97M-V/def2-TZVPD" relative_energy_kcal_mol=1.1 charge=0 multiplicity=3 homo_lumo_gap_ev="8.535 / 7.799" energy_ha=-593.6721
C -3.684 -0.945 -0.253 0.00
C -3.086 -1.061 0.987 0.00
C -3.026 -0.407 -1.329 0.00
C -1.729 -0.661 1.083 0.00
C -1.695 0.033 -1.208 0.00
C -1.006 -0.174 0.045 0.00
C 2.972 1.239 0.523 0.00
C 2.730 -0.243 0.789 0.15
C 2.209 1.853 -0.354 0.01
C 1.239 -0.412 0.951 0.01
C 0.851 1.313 -0.789 0.01
C 0.403 0.193 0.100 0.03
N 3.027 -1.023 -0.535 0.91
O 3.052 -2.220 -0.442 0.84
H -4.665 -1.292 -0.367 0.00
H -3.607 -1.246 1.983 0.00
H -3.474 -0.352 -2.215 0.00
H -1.225 -0.552 1.995 0.00
H -0.992 0.333 -2.002 0.00
H 3.973 1.556 0.827 0.00
H 3.250 -0.692 1.595 0.01
H 2.532 2.986 -0.487 0.00
H 0.922 -1.256 1.611 0.00
H 0.180 2.113 -0.702 0.00
H 0.846 0.917 -1.808 0.00

---

Record 6
63
Properties=species:S:1:pos:R:3:lowdin_charge:R:1 method="wB97M-V/def2-TZVPD" charge=0 homo_lumo_gap_ev=5.551 energy_ha=-1269.1419
Sr 2.032 -0.152 0.365 1.53
C -1.668 0.236 -1.639 -0.02
C -2.173 1.055 -0.372 -0.43
C -3.591 1.700 -0.381 -0.16
C -4.726 0.760 -0.098 -0.21
C -4.376 -0.095 1.076 -0.16
C -2.965 -0.802 1.152 -0.48
N -1.971 0.281 0.918 -0.17
O -0.588 0.082 1.356 -0.37
C -2.922 -1.984 0.107 -0.02
C -2.825 -1.312 2.560 -0.06
C -1.388 2.395 -0.352 -0.07
H -2.175 -0.668 -1.977 0.06
H -0.623 -0.050 -1.520 0.04
H -1.569 0.900 -2.498 0.07
H -3.777 1.974 -1.420 0.11
H -3.648 2.658 0.136 0.11
H -4.829 0.077 -0.942 0.10
H -5.704 1.221 0.039 0.11
H -5.081 -0.924 1.140 0.11
H -4.629 0.523 1.937 0.12
H -3.671 -1.771 -0.656 0.07
H -3.178 -2.878 0.676 0.07
H -2.008 -2.251 -0.424 0.04
H -3.730 -1.878 2.781 0.08
H -2.731 -0.483 3.261 0.09
H -2.027 -2.045 2.681 0.07
H -1.770 2.982 0.483 0.08
H -1.479 3.048 -1.220 0.09
H -0.370 2.190 -0.020 0.03
F 4.503 -0.429 0.412 -0.73
C 4.087 -0.887 -3.737 -0.04
C 3.143 -0.106 -2.860 -0.48
C 2.437 1.038 -3.472 -0.05
O 2.178 -0.993 -2.183 -0.15
H 5.053 -0.383 -3.779 0.09
H 3.795 -0.950 -4.785 0.08
H 4.328 -1.887 -3.375 0.09
H 3.752 0.272 -2.039 0.11
H 1.512 1.322 -2.970 0.08
H 2.145 0.849 -4.505 0.08
H 3.073 1.922 -3.508 0.09
H 1.520 -1.254 -2.832 0.09
C 2.286 -3.049 1.896 -0.22
C 1.017 -3.464 1.063 -0.17
O 0.562 -2.408 0.175 -0.17
O 2.138 -1.778 2.486 -0.13
H 3.134 -2.992 1.214 0.12
H 2.475 -3.814 2.650 0.13
H 0.215 -3.761 1.738 0.11
H 1.173 -4.314 0.399 0.12
H -0.297 -2.660 -0.171 0.05
H 1.498 -1.925 3.186 0.11
C 2.426 2.645 2.624 -0.18
C 1.996 3.203 1.239 -0.18
O 2.558 2.401 0.146 -0.17
O 2.453 1.201 2.627 -0.14
H 1.718 2.965 3.389 0.12
H 3.335 3.221 2.802 0.12
H 2.376 4.220 1.141 0.12
H 0.909 3.247 1.189 0.10
H 3.330 2.896 -0.138 0.10
H 3.330 0.863 2.824 0.09